8
Properties=species:S:1:pos:R:3 method="wB97M-V/def2-TZVPD" energy_ev=-27787.66470 charge=-2 homo_ev=0.890 gap_ev=5.3 e_above_lowest_kcal_mol=71.85 fmax_ev_per_a=5.18
N -1.3433 -0.2396 -0.5394
O 1.7808 -1.4265 -0.8992
O 1.4606 -0.0933 1.2315
O 1.7303 1.0961 -0.9299
P 1.3363 -0.1275 -0.2554
S -1.9585 -0.0961 0.8507
H -0.2990 -0.3816 -0.3817
H -2.7072 1.2683 0.9234